The following is a DFT calculation (ωB97M-V with the def2-TZVPD basis set) of a molecular structure, C31H26N3S4SbTc.

Values from the calculation:
Kohn-Sham gap (spin up / spin down) = 4.9 / 5.0 eV
strongest force on any atom = 2.30 eV/Å
HOMO (spin up / spin down) = -16.08 / -16.07 eV
E_LUMO (spin up / spin down) = -11.148 / -11.103 eV
energy relative to the best compared isomer or geometry (same formula, charge and spin) = 40.4 kcal/mol

Geometry as ORCA input:
```
! RIJCOSX wB97M-V def2-TZVPD def2/J DEFGRID3
* xyz 3 1
Tc 0.35 -0.50 -0.96
C 1.28 -2.62 1.79
C -0.02 -3.00 1.13
C -0.64 -4.17 1.55
C -1.78 -4.63 0.93
C -2.28 -3.90 -0.14
C -1.65 -2.75 -0.52
N -0.55 -2.26 0.13
C -2.09 -1.97 -1.69
C -3.16 -2.31 -2.51
C -3.45 -1.52 -3.61
C -2.70 -0.37 -3.83
C -1.69 -0.07 -2.96
N -1.38 -0.88 -1.94
C -0.89 1.15 -2.98
C -0.95 2.05 -4.14
C -0.13 3.27 -4.05
C 0.49 3.54 -2.75
C 0.50 2.65 -1.77
C 1.10 2.98 -0.44
N -0.13 1.36 -1.95
H 1.61 -3.44 2.43
H 1.18 -1.75 2.43
H 2.07 -2.45 1.06
H -0.20 -4.73 2.37
H -2.26 -5.54 1.25
H -3.15 -4.26 -0.67
H -3.75 -3.19 -2.31
H -4.26 -1.79 -4.27
H -2.93 0.28 -4.67
H -1.84 2.04 -4.75
H -0.41 4.11 -4.67
H 0.93 4.51 -2.59
H 1.41 4.02 -0.44
H 1.98 2.37 -0.23
H 0.37 2.84 0.37
S 0.81 -1.83 -4.03
Sb 2.46 -0.06 -4.27
S 2.50 0.37 -2.02
S 1.18 -2.46 -2.14
S 0.58 1.93 -5.17
C 4.58 1.67 3.57
C 3.27 2.10 3.77
C 2.27 1.65 2.94
C 2.59 0.75 1.89
C 3.93 0.35 1.69
C 4.92 0.80 2.54
C 1.61 0.20 1.04
C 0.24 0.24 0.91
C -0.87 0.51 1.73
C -0.81 0.28 3.12
C -1.90 0.53 3.91
C -3.08 1.00 3.33
C -3.17 1.21 1.96
C -2.08 0.96 1.16
H 5.36 2.02 4.24
H 3.04 2.80 4.57
H 1.26 2.01 3.06
H 4.18 -0.32 0.87
H 5.94 0.48 2.40
H 2.11 -0.42 0.24
H 0.10 -0.11 3.57
H -1.85 0.36 4.98
H -3.94 1.20 3.96
H -4.10 1.58 1.52
H -2.12 1.14 0.09
*
```

---

The following is a DFT calculation (ωB97M-V with the def2-TZVPD basis set) of 2 unconnected molecules or ions with the total composition C4H12.

Values from the calculation:
SMILES = CC.CC
Kohn-Sham gap = 12.4 eV
strongest force on any atom = 5.11 eV/Å
HOMO = -11.28 eV
E_LUMO = 1.088 eV
energy relative to the best compared isomer or geometry (same formula, charge and spin) = 50.4 kcal/mol

Geometry as ORCA input:
```
! RIJCOSX wB97M-V def2-TZVPD def2/J DEFGRID3
* xyz 0 1
C -0.58 -2.49 -0.36
C 0.35 -1.58 -1.18
H -0.16 -3.41 -0.19
H -0.65 -1.80 0.55
H -1.59 -2.62 -0.86
H -0.22 -0.80 -1.62
H 1.00 -1.27 -0.43
H 1.00 -1.93 -1.83
C -0.32 2.08 1.38
C 0.60 1.94 0.14
H 0.06 2.66 2.21
H -1.32 2.82 1.16
H -0.87 1.22 1.90
H 0.51 1.03 -0.26
H 1.70 1.81 0.28
H 0.26 2.57 -0.77
*
```

---

The following is a DFT calculation (ωB97M-V with the def2-TZVPD basis set) of a molecular structure, C21H24IrN6.

Values from the calculation:
Kohn-Sham gap (spin up / spin down) = 7.5 / 5.4 eV
strongest force on any atom = 0.44 eV/Å
HOMO (spin up / spin down) = -22.17 / -22.18 eV
E_LUMO (spin up / spin down) = -14.687 / -16.779 eV
energy relative to the best compared isomer or geometry (same formula, charge and spin) = 0.0 kcal/mol

Geometry as ORCA input:
```
! RIJCOSX wB97M-V def2-TZVPD def2/J DEFGRID3
* xyz 4 2
Ir -0.16 0.13 0.00
C 0.86 -0.34 -2.79
N 0.74 -1.01 -1.43
C 2.11 -1.30 -0.85
C 2.67 -0.05 -0.22
C 4.01 0.24 -0.15
C 4.42 1.38 0.54
C 3.47 2.21 1.13
C 2.13 1.88 1.02
N 1.74 0.77 0.36
C -0.12 -2.26 -1.51
C -1.58 -1.90 -1.38
C -2.59 -2.65 -1.93
C -3.91 -2.29 -1.65
C -4.18 -1.19 -0.83
C -3.13 -0.48 -0.31
N -1.85 -0.82 -0.58
C 0.26 1.02 -2.74
C 0.18 1.87 -3.82
C -0.41 3.12 -3.66
C -0.93 3.49 -2.41
C -0.83 2.60 -1.37
N -0.25 1.38 -1.54
H 1.92 -0.29 -3.05
H 0.37 -0.96 -3.53
H 1.99 -2.08 -0.08
H 2.75 -1.70 -1.63
H 4.73 -0.42 -0.61
H 5.47 1.62 0.62
H 3.76 3.10 1.66
H 1.35 2.49 1.45
H 0.10 -2.79 -2.43
H 0.17 -2.91 -0.67
H -2.36 -3.50 -2.55
H -4.73 -2.87 -2.07
H -5.20 -0.90 -0.61
H -3.28 0.39 0.32
H 0.58 1.57 -4.78
H -0.48 3.81 -4.49
H -1.40 4.45 -2.26
H -1.21 2.82 -0.38
C -1.78 -1.40 4.90
N -0.63 -0.63 4.33
C 0.40 -0.14 5.30
C -0.51 -0.44 3.09
N -0.43 -0.24 1.93
H -2.21 -0.80 5.70
H -1.40 -2.34 5.28
H -2.52 -1.57 4.12
H -0.13 0.40 6.08
H 1.10 0.52 4.79
H 0.92 -1.00 5.71
*
```

---

The following is a DFT calculation (ωB97M-V with the def2-TZVPD basis set) of a single C2H5O4P molecule.

Values from the calculation:
Kohn-Sham gap (spin up / spin down) = 9.0 / 9.0 eV
strongest force on any atom = 3.98 eV/Å
HOMO (spin up / spin down) = -8.80 / -8.80 eV
E_LUMO (spin up / spin down) = 0.157 / 0.157 eV
energy relative to the best compared isomer or geometry (same formula, charge and spin) = 70.6 kcal/mol

Geometry as ORCA input:
```
! RIJCOSX wB97M-V def2-TZVPD def2/J DEFGRID3
* xyz 0 1
C -0.82 -0.05 -0.02
C 0.33 -1.04 0.04
O 0.31 1.52 0.71
O 1.49 -0.44 -0.42
O -1.32 0.38 -1.13
O 0.39 -1.50 1.38
P 1.49 1.33 -0.34
H -1.60 -0.10 0.85
H 0.09 -1.87 -0.57
H -1.93 1.01 -0.82
H 0.70 -0.69 1.84
H 0.87 1.44 -1.53
*
```

---

The following is a DFT calculation (ωB97M-V with the def2-TZVPD basis set) of a molecular structure, C16H13Cl5O2SSeSiV.

Values from the calculation:
Kohn-Sham gap (spin up / spin down) = 6.7 / 7.4 eV
strongest force on any atom = 2.26 eV/Å
HOMO (spin up / spin down) = -8.34 / -8.43 eV
E_LUMO (spin up / spin down) = -1.650 / -1.013 eV
energy relative to the best compared isomer or geometry (same formula, charge and spin) = 20.8 kcal/mol

Geometry as ORCA input:
```
! RIJCOSX wB97M-V def2-TZVPD def2/J DEFGRID3
* xyz 0 2
V -0.44 -0.36 -1.35
O 3.43 0.05 -1.51
C 2.37 0.58 -1.55
O 1.22 -0.19 -1.62
C 2.11 2.04 -1.58
C 3.25 2.84 -1.44
C 3.16 4.21 -1.46
C 1.91 4.81 -1.63
C 0.78 4.03 -1.77
C 0.85 2.63 -1.75
S -0.73 1.84 -1.98
H 4.20 2.34 -1.33
H 4.05 4.82 -1.35
H 1.82 5.89 -1.65
H -0.18 4.50 -1.91
Cl -2.98 -0.52 -2.08
C -2.38 -2.18 -2.07
C -1.03 -2.25 -1.81
C -0.47 -3.52 -1.78
Cl 1.21 -3.70 -1.43
C -1.25 -4.65 -2.01
Cl -0.54 -6.22 -2.01
C -2.62 -4.52 -2.25
Cl -3.60 -5.92 -2.51
C -3.22 -3.26 -2.27
Cl -4.89 -3.04 -2.56
C -1.96 -0.71 3.88
Si -0.46 -0.07 3.03
C 1.06 -0.99 3.48
C -0.29 1.75 3.12
Se -0.90 -0.54 0.85
H -1.89 -0.56 4.97
H -2.08 -1.77 3.69
H -2.84 -0.19 3.51
H 1.31 -0.86 4.54
H 1.90 -0.63 2.88
H 0.93 -2.05 3.28
H -0.14 2.07 4.16
H -1.20 2.23 2.74
H 0.55 2.09 2.53
*
```

---

The following is a DFT calculation (ωB97M-V with the def2-TZVPD basis set) of a molecular structure, C45H42BrO2P2Tl.

Values from the calculation:
Kohn-Sham gap (spin up / spin down) = 5.4 / 1.9 eV
strongest force on any atom = 2.84 eV/Å
HOMO (spin up / spin down) = -13.27 / -12.05 eV
E_LUMO (spin up / spin down) = -7.864 / -10.117 eV
energy relative to the best compared isomer or geometry (same formula, charge and spin) = 44.3 kcal/mol

Geometry as ORCA input:
```
! RIJCOSX wB97M-V def2-TZVPD def2/J DEFGRID3
* xyz 2 1
Tl -13.16 -9.59 14.14
C -9.88 -14.80 15.41
C -10.32 -14.06 16.68
C -11.80 -14.32 17.05
C -9.99 -12.60 16.63
C -10.96 -11.58 16.60
C -10.54 -10.25 16.58
C -9.22 -9.84 16.70
C -8.87 -8.41 16.98
C -8.21 -10.86 16.66
C -8.64 -12.15 16.60
H -10.58 -14.63 14.59
H -9.83 -15.84 15.62
H -8.87 -14.38 15.13
H -9.65 -14.45 17.47
H -12.47 -14.05 16.22
H -12.05 -13.76 17.95
H -12.12 -15.34 17.14
H -11.99 -11.86 16.49
H -11.29 -9.46 16.52
H -9.76 -7.99 17.48
H -8.65 -7.98 15.98
H -8.02 -8.29 17.62
H -7.16 -10.57 16.71
H -7.87 -12.88 16.37
Br -16.26 -11.03 14.96
C -16.65 -9.16 15.20
C -17.95 -8.81 14.78
C -18.54 -7.59 15.21
C -17.78 -6.69 15.97
C -16.39 -6.92 16.18
C -15.63 -6.00 16.88
C -14.25 -6.14 16.92
C -13.62 -7.27 16.37
C -14.33 -8.24 15.76
C -15.73 -8.17 15.67
H -18.56 -9.56 14.24
H -19.53 -7.37 14.86
H -18.18 -5.77 16.41
H -16.10 -5.19 17.44
H -13.67 -5.41 17.43
H -12.53 -7.36 16.51
O -11.38 -8.78 11.95
P -11.43 -9.12 10.47
C -13.03 -8.65 9.72
P -14.07 -7.63 10.85
O -14.56 -8.37 12.05
C -15.34 -7.06 9.75
C -15.14 -6.19 8.67
C -16.25 -5.79 7.90
C -17.52 -6.27 8.17
C -17.70 -7.08 9.27
C -16.64 -7.45 10.07
C -13.12 -6.16 11.29
C -13.19 -5.68 12.64
C -12.76 -4.43 12.93
C -12.24 -3.57 11.95
C -11.94 -4.13 10.68
C -12.49 -5.35 10.32
C -11.13 -10.89 10.07
C -12.12 -11.85 9.93
C -11.79 -13.10 9.37
C -10.46 -13.41 9.14
C -9.46 -12.43 9.34
C -9.77 -11.19 9.92
C -10.26 -8.18 9.47
C -9.38 -7.23 10.01
C -8.44 -6.60 9.17
C -8.22 -7.05 7.88
C -9.13 -7.94 7.35
C -10.14 -8.49 8.12
H -13.63 -9.55 9.45
H -12.85 -8.16 8.77
H -14.19 -5.73 8.49
H -16.02 -5.18 7.07
H -18.32 -5.89 7.57
H -18.67 -7.51 9.53
H -16.81 -7.91 11.03
H -13.74 -6.29 13.37
H -12.75 -4.13 13.97
H -12.07 -2.51 12.18
H -11.32 -3.58 9.98
H -12.33 -5.75 9.26
H -13.15 -11.60 10.20
H -12.58 -13.79 9.05
H -10.18 -14.42 8.84
H -8.42 -12.76 9.16
H -8.98 -10.50 10.23
H -9.48 -7.07 11.08
H -7.80 -5.76 9.57
H -7.41 -6.59 7.30
H -9.01 -8.35 6.36
H -10.82 -9.20 7.58
*
```